1.
Molecular formula: C3H3N2S2
Method: DFT, ωB97M-V/def2-TZVPD

Output
F_max, eV/A: 3.93
LUMO energy, eV: -6.38
ΔE to the lowest compared entry with this formula, charge and spin, eV: 0.313
Net charge: +1
E, eV: -27801.04499
Molar mass, g mol⁻¹: 131.21

Last column: natural (NBO) charge in e.
Atoms and positions in Å:
C1 1.30 0.39 -1.22  0.099
C2 -0.56 0.11 -0.03  0.558
C3 0.84 -0.10 1.30  -0.468
N1 0.05 0.37 -1.16  -0.521
N2 -1.79 -0.24 0.06  -0.652
S1 0.46 -0.37 2.79  0.373
S2 2.22 0.29 0.27  0.453
H1 2.00 0.48 -2.08  0.267
H2 -2.19 -0.63 0.89  0.445
H3 -2.33 -0.30 -0.80  0.446

***

2.
Molecular formula: C15H16BBr2N3O3
Method: DFT, ωB97M-V/def2-TZVPD

Output
F_max, eV/A: 0.84
LUMO energy, eV: -0.69
SMILES string: CCB(O)[C@H](C#N)[C@@](C#N)(ON=O)/C(Br)=C(\C)Br.c1ccccc1
Net charge: 0
E, eV: -167184.87601
Molar mass, g mol⁻¹: 456.93

Last column: natural (NBO) charge in e.
Atoms and positions in Å:
C1 -3.30 -1.98 2.93  -0.583
C2 -2.03 -1.42 2.23  -0.859
B1 -2.25 -1.15 0.71  1.187
O1 -2.58 0.14 0.31  -0.950
C3 -2.16 -2.28 -0.45  -0.722
C4 -2.74 -3.48 0.15  0.282
N1 -3.20 -4.38 0.69  -0.291
C5 -0.68 -2.59 -0.94  0.146
C6 -0.65 -3.97 -1.48  0.247
N2 -0.58 -5.02 -1.94  -0.241
O2 -0.30 -1.83 -2.09  -0.397
N3 -1.10 -0.66 -2.32  0.391
O3 -0.86 -0.21 -3.36  -0.214
C7 0.33 -2.48 0.21  -0.154
Br1 0.63 -4.09 1.16  0.141
C8 0.97 -1.36 0.56  -0.069
C9 0.78 -0.02 -0.09  -0.688
Br2 2.21 -1.34 1.98  0.116
H1 -4.21 -1.85 2.35  0.198
H2 -3.41 -1.50 3.90  0.216
H3 -3.18 -3.04 3.11  0.230
H4 -1.19 -2.08 2.46  0.245
H5 -1.79 -0.46 2.69  0.240
H6 -3.53 0.21 0.15  0.514
H7 -2.78 -2.06 -1.32  0.281
H8 -0.26 0.24 -0.26  0.240
H9 1.18 0.74 0.58  0.248
H10 1.37 0.06 -1.00  0.247
C10 3.89 4.74 -0.23  -0.209
C11 2.70 4.39 0.40  -0.215
C12 1.75 3.64 -0.29  -0.209
C13 2.00 3.23 -1.59  -0.222
C14 3.19 3.59 -2.22  -0.211
C15 4.13 4.34 -1.53  -0.209
H11 4.62 5.32 0.31  0.214
H12 2.50 4.71 1.41  0.214
H13 0.82 3.36 0.20  0.210
H14 1.26 2.64 -2.12  0.210
H15 3.38 3.27 -3.23  0.215
H16 5.06 4.61 -2.02  0.214